This record from the Open Molecules 2025 dataset describes a molecular structure, C18H41O2P3Ti. The level of theory is wB97M-V/def2-TZVPD.

Last column: natural (NBO) charge in e.
Geometry (Å):
Ti (-0.986672, 0.636312, 0.258277)  1.750
P (-0.081172, 2.590646, 1.196169)  0.650
P (-2.939103, 1.527953, -0.388448)  0.687
P (0.027961, 0.783654, -1.832860)  0.746
H (4.113193, -7.625379, 1.342063)  0.203
C (4.888695, -7.087841, 0.802167)  -0.417
C (5.831752, -6.395551, 1.436094)  -0.378
H (5.867354, -6.337781, 2.520947)  0.206
C (-0.123635, 2.849835, 3.027677)  -0.876
C (-0.742175, 4.247149, 0.697548)  -0.881
C (1.712533, 2.842467, 0.868104)  -0.876
C (-4.052452, 0.391556, -1.325778)  -0.872
C (-4.156665, 2.173606, 0.848866)  -0.868
C (-2.975000, 3.005130, -1.507863)  -0.892
C (1.755996, 0.151434, -1.916877)  -0.887
C (0.211688, 2.352089, -2.796749)  -0.907
C (-0.757851, -0.269530, -3.119417)  -0.891
H (4.853047, -7.145641, -0.282769)  0.195
H (6.607184, -5.858130, 0.896159)  0.200
H (0.189880, 1.939291, 3.541309)  0.239
H (-1.143437, 3.083148, 3.347298)  0.266
H (0.534773, 3.673333, 3.326129)  0.290
H (-1.808041, 4.301147, 0.935735)  0.245
H (-0.624916, 4.386579, -0.379806)  0.248
H (-0.220617, 5.058413, 1.218156)  0.284
H (2.276175, 2.026693, 1.329989)  0.263
H (2.067162, 3.800404, 1.263974)  0.283
H (1.876239, 2.779979, -0.209759)  0.242
H (-5.019744, 0.854151, -1.551966)  0.281
H (-4.202981, -0.513330, -0.731102)  0.251
H (-3.567371, 0.097915, -2.260747)  0.255
H (-5.018136, 2.626193, 0.345302)  0.288
H (-3.673454, 2.933003, 1.470012)  0.250
H (-4.510863, 1.369086, 1.497555)  0.259
H (-3.626331, 2.827369, -2.371153)  0.286
H (-1.971857, 3.245206, -1.861837)  0.243
H (-3.356947, 3.867881, -0.954883)  0.275
H (2.229334, 0.476344, -2.850155)  0.280
H (1.741697, -0.939102, -1.871968)  0.254
H (2.338410, 0.514773, -1.067671)  0.253
H (1.053310, 2.267321, -3.492838)  0.284
H (0.390727, 3.195728, -2.125535)  0.243
H (-0.695996, 2.549991, -3.373656)  0.266
H (-0.081512, -0.436261, -3.965678)  0.282
H (-1.676822, 0.206874, -3.470146)  0.253
H (-1.019758, -1.226891, -2.661946)  0.253
C (1.359235, -1.460520, 0.521786)  0.430
C (0.563008, -2.544150, 0.078997)  -0.256
C (1.118555, -3.803437, -0.143606)  -0.143
C (2.479245, -4.039909, 0.059888)  0.003
C (3.280864, -2.980303, 0.498471)  -0.194
C (2.740267, -1.719340, 0.725732)  -0.144
O (0.909913, -0.240986, 0.769517)  -0.746
H (-1.573952, -0.761365, -0.372380)  -0.460
H (-0.493760, -2.358538, -0.092155)  0.234
H (0.473288, -4.611711, -0.482780)  0.264
H (2.905577, -5.022806, -0.118010)  0.275
H (4.344463, -3.139299, 0.664025)  0.275
H (3.366977, -0.900683, 1.071532)  0.245
C (-2.414555, -0.933543, 2.065718)  -0.277
O (-1.780244, 0.316276, 2.056712)  -0.755
H (-1.692858, -1.751853, 1.858574)  0.217
H (-3.228049, -0.951012, 1.317575)  0.228
H (-2.885855, -1.101428, 3.057555)  0.253
H (-1.005725, 0.207394, 2.664927)  0.544

Forces on the atoms, in the same order (eV/Å):
Ti 3.929 -3.864 2.949
P 2.039 5.371 1.683
P -6.171 2.403 -2.594
P 1.806 0.211 -4.732
H 0.164 -0.007 -0.027
C -0.088 0.279 0.069
C -0.227 0.115 -0.073
H 0.015 -0.092 -0.142
C -0.509 -0.768 0.002
C -0.256 -0.355 -0.345
C -0.021 -0.751 -0.259
C 0.490 -0.524 0.063
C 0.619 -0.343 0.825
C 0.771 0.181 -0.101
C 0.138 0.078 0.508
C -0.216 0.275 0.469
C -0.357 -0.203 0.436
H 0.112 -0.070 0.093
H -0.048 -0.150 0.039
H 0.140 0.096 0.175
H 0.087 -0.025 -0.052
H -0.036 -0.179 -0.320
H 0.126 0.092 0.001
H -0.003 0.085 0.122
H 0.002 -0.320 -0.005
H -0.050 0.132 -0.009
H -0.280 -0.135 -0.117
H 0.172 0.218 0.050
H 0.278 0.120 0.199
H -0.120 0.050 -0.147
H -0.098 0.007 0.119
H 0.323 -0.199 -0.211
H -0.133 -0.059 0.009
H 0.008 0.086 -0.006
H 0.127 -0.154 0.247
H -0.262 0.130 -0.079
H 0.088 -0.175 -0.054
H -0.287 -0.089 0.142
H -0.001 0.071 -0.129
H 0.030 0.038 -0.230
H -0.179 -0.098 0.199
H 0.082 0.037 -0.192
H 0.144 -0.058 0.090
H -0.055 0.208 0.212
H 0.118 -0.065 -0.054
H 0.039 0.020 -0.209
C 0.095 0.860 0.644
C -0.307 -1.352 -0.443
C -1.723 1.040 -0.063
C 0.385 -0.034 0.065
C 0.393 1.373 0.422
C 1.336 -0.822 0.108
O -1.437 -1.286 -0.471
H -0.552 -0.270 -0.887
H 0.136 -0.242 -0.019
H 0.120 0.166 0.074
H 0.029 0.087 0.061
H -0.207 -0.003 -0.012
H -0.043 -0.166 -0.046
C -2.090 -2.950 0.762
O 1.737 0.788 1.307
H -0.503 0.456 0.107
H 0.534 0.076 0.353
H 0.353 0.090 -0.545
H -0.707 0.567 -0.028

Computed properties:
Total charge: +3
F_max (eV Å⁻¹): 7.1
Total energy (eV): -74377.7379
Gap between HOMO and LUMO (spin up / spin down) (eV): 4.0 / 3.4
Multiplicity: 2